This record from the Open Molecules 2025 dataset describes one molecule with the formula C4H8N2O. The level of theory is the ωB97M-V functional and the def2-TZVPD basis.

Properties
- charge = 0
- E (eV) = -9304.0484
- relative energy (zero: lowest compared OMol25 entry of this formula, charge and spin) (kJ/mol) = 226.2
- SMILES = N#C[C@@H](N)CCO
- HOMO level (Eh) = -0.3726

```
15
Properties=species:S:1:pos:R:3:lowdin_charge:R:1
N -0.96931 -0.16153 -2.79195 0.1401
C -0.35529 -0.39858 -1.84209 -0.1751
C 0.24972 -0.63826 -0.52254 -0.4261
N 1.05475 -1.82962 -0.38348 0.0571
C 0.71533 0.68927 0.09049 -0.1120
C -0.53413 1.21854 0.88426 -0.2149
O -1.40780 0.19170 1.35131 -0.0929
H -0.61778 -0.82555 0.08545 0.0953
H 2.01170 -1.56161 -0.19972 0.0700
H 0.70713 -2.36494 0.41373 0.0879
H 1.04389 1.41013 -0.67347 0.1168
H 1.61248 0.54075 0.70875 0.1114
H -1.06134 1.91923 0.23136 0.1212
H -0.22171 1.70756 1.80449 0.1137
H -2.22764 0.10291 0.84341 0.1075
```


This record from the Open Molecules 2025 dataset describes a 3-piece molecular cluster, C4H8N2O overall at a distorted geometry. The level of theory is the ωB97M-V functional and the def2-TZVPD basis.

Properties
- charge = 0
- E (eV) = -9301.6011
- relative energy (zero: lowest compared OMol25 entry of this formula, charge and spin) (kJ/mol) = 462.4
- HOMO level (Eh) = -0.3174

```
15
Properties=species:S:1:pos:R:3:lowdin_charge:R:1
C 0.70461 1.84538 -0.05640 -0.0741
N -0.26887 0.94569 0.19831 -0.0844
C -0.18556 -0.30705 -0.34757 -0.3637
C -1.02846 -1.36834 0.33074 -0.2138
O -0.97659 -1.20735 1.73619 -0.0644
C -0.00405 -0.40444 -1.76594 -0.2176
N 0.15614 -0.50494 -2.91144 0.1529
H 0.97133 1.99616 -1.09873 0.0764
H 0.73765 2.71896 0.58720 0.0782
H 1.82585 0.65505 0.10496 0.0871
H -0.62051 0.90582 1.15177 0.1483
H 1.54034 -0.18734 -0.01912 0.1153
H -0.68240 -2.35895 0.01015 0.1282
H -2.08758 -1.28358 0.06192 0.1301
H -0.08191 -1.44507 2.01795 0.1018
```


This record from the Open Molecules 2025 dataset describes one molecule with the formula C4H8N2O at a distorted geometry. The level of theory is the ωB97M-V functional and the def2-TZVPD basis.

Properties
- charge = 0
- E (eV) = -9301.4544
- relative energy (zero: lowest compared OMol25 entry of this formula, charge and spin) (kJ/mol) = 476.5
- SMILES = O[C@@H]1CN=CNC1
- HOMO level (Eh) = -0.3105

```
15
Properties=species:S:1:pos:R:3:lowdin_charge:R:1
O -0.07330 0.95374 1.63390 0.0077
C -0.86618 0.45376 0.64286 -0.3754
C -0.74531 -1.06506 0.79909 -0.0545
N 0.73989 -1.32003 0.14856 0.0521
C 1.42303 -0.65928 -0.52658 -0.3665
N 0.95067 0.44048 -1.28094 -0.0128
C -0.47957 0.68948 -0.95295 -0.1072
H 0.76507 0.68812 1.76734 0.0341
H -1.89975 0.54464 0.96038 0.1366
H -1.34022 -1.58628 0.22944 0.0320
H -0.59706 -1.26613 2.07384 0.1942
H 2.37664 -1.04615 -0.83413 0.1065
H 1.52635 1.08328 -1.87926 0.1382
H -0.66628 1.80662 -1.06278 0.1181
H -1.11398 0.28281 -1.71877 0.0970
```


This record from the Open Molecules 2025 dataset describes one molecule with the formula C4H8N2O at a distorted geometry. The level of theory is the ωB97M-V functional and the def2-TZVPD basis.

Properties
- charge = 0
- E (eV) = -9301.9866
- relative energy (zero: lowest compared OMol25 entry of this formula, charge and spin) (kJ/mol) = 425.2
- SMILES = [H]/N=C(/C=C)[C@H](N)O
- HOMO level (Eh) = -0.3136

```
15
Properties=species:S:1:pos:R:3:lowdin_charge:R:1
H -2.64662 -0.21731 0.20215 0.0543
N -2.11248 0.25326 -0.54606 0.1456
C -0.88612 0.37864 -0.14784 -0.3265
C 0.23412 0.58454 -1.12734 -0.1562
C 1.34107 1.37972 -0.95644 0.0109
C -0.36706 -0.33336 1.10271 -0.3448
N 0.93115 -0.97997 0.47366 0.0301
O -1.25660 -1.28932 1.55841 -0.0209
H -0.17601 0.62835 -2.14050 0.0939
H 1.92107 1.35935 -0.04028 0.0425
H 1.59772 2.08838 -1.74243 0.0549
H -0.08233 0.35189 1.89937 0.1474
H 1.78358 -0.51965 0.79328 0.0685
H 0.84289 -1.62665 -0.30613 0.0895
H -1.12437 -2.05784 0.97743 0.1109
```


This record from the Open Molecules 2025 dataset describes one molecule with the formula C4H8N2O at a distorted geometry. The level of theory is the ωB97M-V functional and the def2-TZVPD basis.

Properties
- charge = 0
- E (eV) = -9300.6061
- relative energy (zero: lowest compared OMol25 entry of this formula, charge and spin) (kJ/mol) = 558.4
- HOMO level (spin up / spin down) (Eh) = -0.2628 / -0.2629

```
15
Properties=species:S:1:pos:R:3:lowdin_charge:R:1
C 2.10967 0.54572 0.07488 -0.1068
C 2.04347 -0.83879 -0.09857 -0.3585
C 0.67607 1.19175 0.09307 -0.2443
C -2.33950 -0.79995 0.20929 -0.0536
N -0.29248 0.25622 0.46039 0.0599
N -1.42226 0.20905 -0.22951 -0.0436
O 0.96033 -1.53257 -0.04634 -0.1147
H 2.93486 1.18652 -0.08485 0.0497
H 3.02935 -1.42146 -0.16830 0.1222
H 0.76360 2.00054 0.89650 0.1484
H 0.55493 1.69989 -0.86038 0.0977
H -3.45141 -0.47781 -0.07972 0.1319
H -2.11181 -1.72941 -0.29652 0.0820
H -2.27686 -0.97097 1.24194 0.0695
H -1.17797 0.68126 -1.11187 0.1602
```


This record from the Open Molecules 2025 dataset describes a 2-piece molecular cluster, C4H8N2O overall. The level of theory is the ωB97M-V functional and the def2-TZVPD basis.

Properties
- charge = 0
- E (eV) = -9300.6506
- relative energy (zero: lowest compared OMol25 entry of this formula, charge and spin) (kJ/mol) = 554.1
- HOMO level (Eh) = -0.3228

```
15
Properties=species:S:1:pos:R:3:lowdin_charge:R:1
N 0.60556 -0.83061 -0.66379 0.0630
C 1.46601 -0.62052 0.32752 -0.6014
O 2.56862 -1.11408 0.57531 -0.0073
C 0.91567 0.44045 1.29478 -0.0576
N -0.46271 0.72747 0.95604 -0.0481
C -1.62592 -0.10146 0.55355 -0.0327
C -0.82011 0.77439 -0.29651 -0.0681
H 0.98467 -1.50742 -1.33062 0.0868
H -0.36584 -0.13242 -2.36283 0.0232
H 0.99905 0.12292 2.32788 0.1241
H 1.48313 1.36136 1.13753 0.1336
H -1.52510 -1.13922 0.25963 0.1024
H -2.53810 0.19246 1.06070 0.1044
H -0.82695 0.25965 -2.79734 0.0585
H -0.85797 1.56702 -1.04186 0.1191
```


This record from the Open Molecules 2025 dataset describes one molecule with the formula C4H8N2O at a distorted geometry. The level of theory is the ωB97M-V functional and the def2-TZVPD basis.

Properties
- charge = 0
- E (eV) = -9302.1146
- relative energy (zero: lowest compared OMol25 entry of this formula, charge and spin) (kJ/mol) = 412.8
- SMILES = N[C@H]1CC=CN1O
- HOMO level (Eh) = -0.2849

```
15
Properties=species:S:1:pos:R:3:lowdin_charge:R:1
N 0.18024 -0.94015 -1.72939 0.0222
C 0.57775 -0.47129 -0.44846 -0.3881
C 0.83909 1.05087 -0.23087 -0.1325
C -0.00495 1.38563 0.97066 -0.0901
C -0.81292 0.35070 1.27186 -0.1076
N -0.57673 -0.67408 0.40852 -0.1669
O -0.82803 -1.92501 1.09990 -0.0177
H 0.85966 -0.69649 -2.59466 0.1425
H -0.67596 -0.48564 -1.99774 0.0611
H 1.36348 -1.20933 -0.00590 0.1757
H 0.49782 1.58383 -1.04993 0.0683
H 1.92078 1.48570 -0.13659 0.1392
H -0.12592 2.39414 1.31788 0.0850
H -1.42572 0.19810 2.11164 0.1077
H -1.78858 -2.04699 1.01308 0.1013
```


This record from the Open Molecules 2025 dataset describes one molecule with the formula C4H8N2O at a distorted geometry. The level of theory is the ωB97M-V functional and the def2-TZVPD basis.

Properties
- charge = 0
- E (eV) = -9304.6204
- relative energy (zero: lowest compared OMol25 entry of this formula, charge and spin) (kJ/mol) = 171.1
- SMILES = CN[C@H](C#N)CO
- HOMO level (Eh) = -0.3746

```
15
Properties=species:S:1:pos:R:3:lowdin_charge:R:1
C 0.47519 1.15283 1.55472 -0.1080
N -0.39085 0.56954 0.53169 -0.0939
C 0.25124 -0.46974 -0.25819 -0.3535
C 1.45498 0.03424 -0.96025 -0.1735
N 2.39260 0.50896 -1.44627 0.1568
C -0.78268 -1.07501 -1.21828 -0.2376
O -1.88422 -1.54295 -0.49062 -0.0534
H 1.15472 1.91754 1.15684 0.0819
H -0.12839 1.58898 2.35393 0.0788
H 1.08768 0.36288 1.98929 0.0852
H -0.70783 1.30365 -0.09748 0.1247
H 0.56498 -1.25922 0.43474 0.1548
H -0.34653 -1.92276 -1.75482 0.1298
H -1.06808 -0.31346 -1.96382 0.1270
H -2.07282 -0.85546 0.16853 0.0809
```


This record from the Open Molecules 2025 dataset describes a 2-piece molecular cluster, C4H8N2O overall at a distorted geometry. The level of theory is the ωB97M-V functional and the def2-TZVPD basis.

Properties
- charge = 0
- E (eV) = -9303.9212
- relative energy (zero: lowest compared OMol25 entry of this formula, charge and spin) (kJ/mol) = 238.5
- SMILES = [H]/N=C\NC.C=C=O
- HOMO level (Eh) = -0.3381

```
15
Properties=species:S:1:pos:R:3:lowdin_charge:R:1
H -0.44449 0.41751 1.76265 0.0372
N 0.31807 -0.16262 1.40385 0.0843
C 0.04846 -0.78103 0.31829 -0.3727
N -1.11284 -0.79848 -0.41763 -0.0669
C -2.27254 -0.03895 0.00682 -0.1069
H 0.84904 -1.35709 -0.15129 0.1126
H -0.99065 -0.94381 -1.41294 0.1176
H -3.11056 -0.35261 -0.61783 0.0797
H -2.16453 1.05744 -0.06445 0.0881
H -2.52348 -0.31161 1.04010 0.0834
C 2.68151 0.59273 -0.47356 0.0007
C 1.67593 0.70660 -1.30637 -0.3057
O 0.78520 0.80312 -2.06289 0.1345
H 3.63717 0.82200 -0.91799 0.0606
H 2.55526 0.31075 0.57119 0.0535
```


This record from the Open Molecules 2025 dataset describes one molecule with the formula C4H8N2O at a distorted geometry. The level of theory is the ωB97M-V functional and the def2-TZVPD basis.

Properties
- charge = 0
- E (eV) = -9299.0970
- relative energy (zero: lowest compared OMol25 entry of this formula, charge and spin) (kJ/mol) = 704.0
- SMILES = CO/N=C/N1CC1
- HOMO level (Eh) = -0.3446

```
15
Properties=species:S:1:pos:R:3:lowdin_charge:R:1
C 2.76432 -0.28572 0.02754 -0.1018
O 1.78366 0.67517 -0.14153 -0.1538
N 0.36468 0.32750 0.00901 0.0866
C -0.42651 1.25621 -0.09408 -0.2242
N -1.73725 0.88989 -0.20014 -0.0473
C -1.80728 -0.52491 -0.72303 -0.1155
C -1.85399 -0.14718 0.75405 -0.2220
H 3.63765 0.19166 -0.06962 0.0537
H 2.81319 -0.79275 0.90614 0.0523
H 2.53114 -1.01232 -0.74290 0.0934
H -0.31758 2.20651 -0.40613 0.1129
H -0.92237 -1.14117 -0.86548 0.0806
H -2.84910 -1.03514 -1.25442 0.1667
H -1.10006 -0.32201 1.49652 0.0921
H -2.88049 -0.28575 1.30405 0.1264
```